Record 1
2 unconnected molecules or ions with the total composition C8H12O2, computed with ωB97M-V with the def2-TZVPD basis set.

Output
2S+1 = 1
Total energy = -462.4879 a.u.
Relative energy (zero: lowest compared OMol25 entry of this formula, charge and spin) = 48.4 kJ/mol
HOMO energy = -8.2 eV
Structure (SMILES) = Cc1ccc(O)cc1.CO

```
22
Properties=species:S:1:pos:R:3:nbo_charge:R:1
C 1.2828 1.0681 3.4180 -0.24
O 0.9102 -0.2440 3.0009 -0.73
H 0.4285 -0.6937 3.6979 0.47
H 1.0715 1.7517 2.6004 0.18
H 2.3556 1.1121 3.6193 0.17
H 0.7192 1.3532 4.3062 0.17
C 1.2557 1.5442 -1.2485 -0.63
C -1.7056 -0.6180 -2.1875 -0.30
C -1.6768 -1.6006 -1.2008 0.30
C -0.7075 0.3411 -2.2308 -0.18
C 0.3115 0.3806 -1.2798 -0.06
C -0.6090 -1.6685 -0.3244 -0.27
C 0.3389 -0.6500 -0.3565 -0.17
O -2.6637 -2.5460 -1.0894 -0.67
H -2.6055 -0.4744 -2.7779 0.21
H -0.6710 1.0670 -3.0374 0.21
H -0.4965 -2.4458 0.4175 0.22
H -3.1769 -2.5737 -1.9070 0.48
H 1.8532 1.6298 -0.3458 0.22
H 0.7272 2.4927 -1.2852 0.21
H 1.1620 -0.7480 0.3450 0.22
H 1.8962 1.5223 -2.1343 0.22
```

***

Record 2
C8H12O2 in the gas phase, computed with ωB97M-V with the def2-TZVPD basis set.

Output
2S+1 = 1
Total energy = -462.3138 a.u.
Relative energy (zero: lowest compared OMol25 entry of this formula, charge and spin) = 505.5 kJ/mol
HOMO energy = -8.7 eV
Structure (SMILES) = C=C[C@@]1(OO)CC=CCC1

```
22
Properties=species:S:1:pos:R:3:nbo_charge:R:1
O -0.4069 1.1433 -2.4144 -0.46
O 0.6636 0.5554 -1.5465 -0.29
C -0.2021 -2.8153 -0.1669 -0.41
C -0.1861 1.9075 1.3344 -0.19
C -1.2863 1.3822 0.5895 -0.18
C 0.1451 -1.6818 -0.9712 -0.17
C 1.1638 1.3608 1.2573 -0.45
C -1.1975 0.0049 -0.0862 -0.47
C 1.1827 -0.1386 0.7800 -0.39
C 0.2218 -0.3056 -0.4510 0.17
H -0.3865 0.7404 -3.2558 0.46
H -0.2498 -3.7484 -0.6580 0.20
H -0.5066 -2.8209 0.9178 0.20
H -0.3123 2.9283 1.6624 0.20
H -2.1046 2.0912 0.3138 0.21
H 0.4262 -1.9249 -1.9471 0.21
H 1.5868 1.3937 2.2068 0.21
H 1.7795 2.0395 0.5995 0.23
H -1.6272 -0.7581 0.6120 0.23
H -1.7929 -0.0948 -0.9646 0.24
H 2.2265 -0.4856 0.5949 0.22
H 0.8630 -0.7732 1.5935 0.22
```